{
  "formula": "C37H101BrF2KN7O15S2",
  "method": "ωB97M-V with the def2-TZVPD basis set",
  "elements": ["K", "O", "H", "H", "H", "Br", "N", "S", "O", "O", "F", "S", "O", "O", "F", "C", "C", "O", "H", "H", "H", "H", "H", "H", "C", "C", "O", "H", "H", "H", "H", "H", "H", "C", "C", "O", "H", "H", "H", "H", "H", "H", "C", "C", "O", "H", "H", "H", "H", "H", "H", "C", "C", "C", "C", "C", "C", "N", "O", "C", "C", "C", "H", "H", "H", "H", "H", "H", "H", "H", "H", "H", "H", "H", "H", "H", "H", "H", "H", "H", "H", "C", "C", "C", "O", "C", "N", "H", "H", "H", "H", "H", "H", "H", "H", "H", "H", "H", "C", "C", "C", "O", "C", "N", "H", "H", "H", "H", "H", "H", "H", "H", "H", "H", "H", "C", "C", "C", "O", "C", "N", "H", "H", "H", "H", "H", "H", "H", "H", "H", "H", "H", "C", "C", "C", "O", "C", "N", "H", "H", "H", "H", "H", "H", "H", "H", "H", "H", "H", "C", "C", "C", "O", "C", "N", "H", "H", "H", "H", "H", "H", "H", "H", "H", "H", "H"],
  "coordinates": [[3.41, 3.35, 0.94], [0.41, 0.13, -1.41], [1.02, -0.04, -2.13], [0.84, 0.07, -0.56], [0.04, 1.01, -1.43], [2.22, 0.12, 1.20], [-0.24, 2.53, -1.67], [-1.05, 3.47, -2.58], [-0.54, 4.82, -2.85], [-2.46, 3.23, -2.60], [-0.43, 2.71, -3.90], [-0.45, 3.55, -0.27], [-1.52, 4.57, -0.19], [0.79, 3.89, 0.39], [-1.06, 2.29, 0.56], [-2.53, -4.78, -1.03], [-2.78, -5.11, -2.51], [-1.81, -6.09, -2.88], [-2.03, -5.49, -0.36], [-3.41, -4.58, -0.42], [-1.86, -3.93, -0.86], [-2.74, -4.20, -3.10], [-3.74, -5.56, -2.77], [-1.93, -6.29, -3.81], [2.71, 4.87, -2.59], [2.74, 3.43, -3.09], [2.54, 2.64, -1.95], [3.54, 4.94, -1.89], [1.74, 5.08, -2.12], [2.83, 5.52, -3.45], [3.71, 3.17, -3.51], [1.99, 3.25, -3.86], [1.59, 2.52, -1.91], [0.25, 0.41, 5.32], [0.96, 1.70, 4.93], [2.18, 1.31, 4.33], [-0.69, 0.48, 5.87], [0.82, -0.31, 5.90], [0.07, -0.13, 4.39], [1.03, 2.39, 5.77], [0.30, 2.24, 4.25], [1.83, 1.02, 3.48], [1.29, -3.33, -1.27], [2.77, -3.46, -0.90], [3.32, -2.17, -0.87], [0.84, -2.79, -0.44], [0.85, -4.32, -1.36], [1.03, -2.74, -2.14], [3.38, -4.06, -1.58], [2.82, -3.98, 0.05], [2.98, -1.61, -0.17], [-2.86, 2.79, 2.81], [-3.89, 2.69, 3.89], [-4.36, 4.23, 3.96], [-5.67, 4.42, 4.63], [-6.74, 3.48, 3.96], [-6.39, 1.96, 3.90], [-5.00, 1.79, 3.47], [-4.60, 0.43, 3.39], [-6.61, 1.36, 5.26], [-7.34, 1.35, 2.96], [-3.24, 2.26, 5.18], [-2.42, 1.82, 2.56], [-2.09, 3.49, 3.10], [-3.25, 3.03, 1.82], [-3.58, 4.79, 4.48], [-4.43, 4.66, 2.96], [-6.05, 5.43, 4.75], [-5.49, 4.15, 5.67], [-6.88, 3.75, 2.91], [-7.64, 3.68, 4.54], [-7.57, 1.59, 5.71], [-6.40, 0.29, 5.17], [-5.87, 1.80, 5.93], [-7.00, 1.60, 1.95], [-7.27, 0.27, 3.06], [-8.39, 1.61, 3.04], [-3.30, 1.19, 5.33], [-3.71, 2.74, 6.04], [-2.16, 2.41, 5.21], [-4.25, 0.34, 2.50], [-4.25, 0.32, -5.81], [-3.46, -0.71, -5.06], [-2.17, -0.12, -4.42], [-1.28, -1.05, -3.79], [-0.82, -2.14, -4.63], [-4.31, -1.24, -4.02], [-4.70, 1.10, -5.19], [-5.18, -0.06, -6.25], [-3.65, 0.87, -6.53], [-3.07, -1.51, -5.69], [-2.52, 0.57, -3.66], [-1.61, 0.48, -5.14], [-0.19, -2.76, -3.99], [-0.19, -1.89, -5.48], [-1.59, -2.89, -4.82], [-4.48, -0.49, -3.37], [-3.69, -1.82, -3.47], [2.59, 0.02, -5.22], [3.08, -0.92, -4.14], [4.59, -1.11, -4.09], [5.02, -1.65, -5.30], [6.42, -1.93, -5.34], [2.61, -0.45, -2.88], [1.50, 0.09, -5.25], [2.91, -0.42, -6.16], [3.03, 1.02, -5.14], [2.70, -1.92, -4.34], [4.92, -1.78, -3.30], [5.08, -0.14, -3.94], [6.73, -2.21, -6.35], [6.47, -2.83, -4.74], [7.03, -1.13, -4.92], [2.94, 0.49, -2.70], [3.06, -1.05, -2.21], [-6.08, 0.29, -0.39], [-4.69, 0.91, -0.51], [-3.49, -0.12, -0.25], [-3.20, -0.16, 1.14], [-2.03, -0.94, 1.49], [-4.63, 1.34, -1.93], [-6.24, -0.15, 0.60], [-6.15, -0.54, -1.09], [-6.90, 0.99, -0.49], [-4.50, 1.81, 0.07], [-2.68, 0.18, -0.91], [-3.79, -1.14, -0.51], [-1.09, -0.65, 1.03], [-2.34, -1.96, 1.27], [-1.90, -0.93, 2.58], [-3.83, 1.94, -2.06], [-5.45, 1.93, -1.95], [5.78, 0.54, -0.69], [6.42, -0.56, 0.13], [7.84, -0.24, 0.70], [8.75, -0.31, -0.44], [10.09, 0.13, -0.02], [5.51, -0.57, 1.27], [6.49, 0.57, -1.51], [5.71, 1.52, -0.21], [4.82, 0.30, -1.15], [6.50, -1.52, -0.38], [8.17, -0.82, 1.56], [7.94, 0.79, 1.05], [9.95, 1.16, 0.33], [10.67, 0.09, -0.94], [10.66, -0.47, 0.67], [4.55, -0.77, 1.04], [5.34, 0.32, 1.70], [4.36, -3.79, 4.33], [3.49, -2.89, 3.49], [2.02, -2.83, 3.95], [1.35, -4.06, 3.78], [0.84, -4.32, 2.49], [4.00, -1.54, 3.68], [4.53, -3.41, 5.34], [5.35, -3.90, 3.88], [3.92, -4.78, 4.40], [3.54, -3.09, 2.42], [1.41, -2.09, 3.44], [2.03, -2.50, 4.99], [1.64, -4.61, 1.81], [0.28, -3.44, 2.15], [0.23, -5.22, 2.62], [3.36, -0.98, 3.14], [4.86, -1.41, 3.17]],
  "lowdin_charge": [0.74, 0.17, 0.06, -0.07, 0.01, 0.30, -0.29, 0.50, -0.26, -0.25, -0.21, 0.66, -0.24, -0.35, -0.19, -0.08, -0.29, -0.09, 0.07, 0.07, 0.05, 0.08, 0.11, 0.08, -0.06, -0.31, -0.16, 0.07, 0.05, 0.09, 0.11, 0.11, 0.00, -0.08, -0.32, -0.12, 0.06, 0.07, 0.06, 0.11, 0.10, -0.07, -0.06, -0.27, -0.16, 0.06, 0.08, 0.05, 0.12, 0.09, -0.07, -0.08, -0.47, -0.14, -0.19, -0.10, -0.56, -0.07, -0.01, -0.03, -0.06, -0.03, 0.06, 0.09, 0.07, 0.12, 0.11, 0.11, 0.10, 0.11, 0.11, 0.09, 0.09, 0.07, 0.07, 0.09, 0.10, 0.08, 0.08, 0.07, 0.05, -0.06, -0.45, -0.18, -0.20, -0.10, 0.05, 0.07, 0.08, 0.08, 0.12, 0.10, 0.11, 0.07, 0.09, 0.07, 0.03, 0.05, -0.03, -0.42, -0.22, -0.19, -0.08, 0.06, 0.07, 0.08, 0.08, 0.15, 0.13, 0.13, 0.09, 0.09, 0.09, 0.07, 0.03, -0.06, -0.36, -0.14, -0.24, -0.05, 0.04, 0.07, 0.08, 0.08, 0.13, 0.11, 0.12, 0.06, 0.09, 0.09, 0.02, 0.08, -0.07, -0.36, -0.17, -0.21, -0.08, 0.00, 0.08, 0.07, 0.06, 0.15, 0.12, 0.11, 0.08, 0.08, 0.08, -0.05, 0.06, -0.06, -0.44, -0.20, -0.19, -0.09, 0.02, 0.08, 0.07, 0.07, 0.12, 0.09, 0.13, 0.07, 0.08, 0.09, -0.06, 0.03],
  "charge": 0,
  "orbital_gap_ha": 0.2490,
  "total_energy_ha": -7152.0384,
  "multiplicity": 1,
  "homo_energy_ev": -7.72
}

=====

{
  "formula": "C29H46BeBrNOP2",
  "method": "ωB97M-V with the def2-TZVPD basis set",
  "elements": ["C", "C", "C", "C", "N", "C", "C", "C", "C", "C", "C", "C", "C", "C", "Be", "P", "H", "H", "H", "H", "H", "H", "H", "H", "C", "C", "H", "H", "H", "H", "H", "C", "C", "H", "H", "H", "H", "H", "C", "C", "H", "H", "H", "H", "H", "Br", "P", "C", "C", "H", "H", "H", "H", "H", "C", "C", "H", "H", "H", "H", "H", "C", "C", "H", "H", "H", "H", "H", "C", "C", "C", "O", "C", "H", "H", "H", "H", "H", "H", "H", "H"],
  "coordinates": [[2.44, 4.67, -0.69], [1.52, 3.84, -1.39], [1.57, 3.90, -2.82], [2.76, 4.37, -3.43], [3.74, 4.93, -2.71], [3.60, 5.10, -1.39], [0.66, 2.96, -0.69], [-0.02, 2.11, -0.06], [-1.40, 1.97, 0.42], [-1.83, 0.75, 1.03], [-3.09, 0.75, 1.66], [-3.90, 1.85, 1.48], [-3.50, 3.05, 0.88], [-2.20, 3.13, 0.39], [-0.23, 0.16, 1.50], [1.37, -0.32, 0.19], [0.72, 3.52, -3.39], [2.25, 4.88, 0.36], [2.91, 4.26, -4.52], [4.41, 5.58, -0.81], [-1.75, 4.05, 0.01], [-1.45, -0.40, 0.89], [-4.23, 3.86, 0.77], [-3.46, -0.10, 2.20], [2.01, -2.03, 0.55], [3.19, -2.50, -0.31], [1.15, -2.70, 0.39], [2.26, -2.12, 1.63], [3.42, -3.56, -0.10], [2.98, -2.41, -1.39], [4.09, -1.92, -0.10], [1.65, 0.03, -1.61], [3.01, 0.62, -1.96], [0.87, 0.77, -1.83], [1.43, -0.85, -2.25], [3.08, 0.80, -3.05], [3.16, 1.60, -1.47], [3.84, -0.04, -1.67], [2.41, 0.87, 1.14], [3.88, 0.50, 1.26], [1.97, 0.92, 2.16], [2.25, 1.88, 0.73], [4.41, 1.20, 1.92], [3.99, -0.51, 1.67], [4.38, 0.52, 0.28], [-5.73, 1.69, 1.95], [-1.54, -1.69, -0.98], [-0.55, -2.58, -2.20], [-1.15, -3.83, -2.82], [0.40, -2.82, -1.70], [-0.32, -1.82, -2.96], [-0.36, -4.28, -3.43], [-1.47, -4.55, -2.06], [-1.99, -3.59, -3.48], [-2.71, -2.91, -0.29], [-4.09, -3.08, -0.93], [-2.82, -2.63, 0.77], [-2.16, -3.86, -0.32], [-4.70, -3.71, -0.27], [-4.63, -2.13, -1.06], [-4.04, -3.60, -1.90], [-2.52, -0.52, -1.98], [-2.99, -1.01, -3.34], [-1.89, 0.37, -2.11], [-3.36, -0.22, -1.34], [-3.57, -0.19, -3.79], [-2.16, -1.25, -4.02], [-3.66, -1.88, -3.28], [-0.10, -0.17, 5.18], [-0.43, -1.63, 4.88], [-0.12, -1.89, 3.41], [-0.08, -0.48, 2.85], [-0.08, 0.62, 3.90], [-0.85, 0.25, 5.84], [0.89, -0.09, 5.63], [-1.48, -1.85, 5.10], [0.19, -2.32, 5.45], [0.89, -2.26, 3.21], [-0.87, -2.43, 2.81], [-1.03, 1.14, 3.73], [0.80, 1.25, 3.70]],
  "lowdin_charge": [0.02, -0.23, 0.01, -0.11, 0.08, -0.10, 0.04, -0.05, -0.19, -0.18, -0.10, -0.65, -0.05, 0.03, 0.07, 1.03, 0.12, 0.12, 0.13, 0.13, 0.14, 0.08, 0.13, 0.12, -0.36, -0.12, 0.07, 0.08, 0.09, 0.07, 0.07, -0.34, -0.11, 0.05, 0.07, 0.10, 0.07, 0.07, -0.36, -0.12, 0.06, 0.06, 0.09, 0.07, 0.06, 0.83, 0.95, -0.42, -0.12, 0.05, 0.07, 0.09, 0.07, 0.07, -0.40, -0.13, 0.06, 0.07, 0.08, 0.07, 0.08, -0.40, -0.13, 0.08, 0.08, 0.09, 0.08, 0.06, -0.12, -0.11, -0.02, -0.26, -0.05, 0.13, 0.13, 0.13, 0.13, 0.12, 0.14, 0.13, 0.13],
  "charge": 2,
  "orbital_gap_ha": 0.2642,
  "total_energy_ha": -4533.4345,
  "multiplicity": 1,
  "e_above_lowest_kcal_mol": 67.86,
  "homo_energy_ev": -13.51
}

=====

{
  "formula": "C13H20BN2O4",
  "method": "ωB97M-V with the def2-TZVPD basis set",
  "elements": ["N", "C", "O", "C", "C", "B", "O", "C", "O", "C", "C", "C", "C", "C", "C", "H", "H", "H", "H", "H", "H", "H", "H", "H", "H", "H", "H", "H", "C", "C", "O", "N", "C", "H", "H", "H", "H", "H", "H", "H"],
  "coordinates": [[-2.29, -0.79, -1.18], [-0.84, -0.31, -0.97], [-0.33, -0.35, 0.27], [-0.08, 0.27, -2.31], [1.12, -0.74, -2.88], [2.46, -0.36, -1.95], [3.43, -1.46, -1.85], [4.44, -1.11, -0.79], [5.17, -2.04, -0.19], [4.68, 0.46, -0.28], [5.63, 1.45, -1.17], [5.84, 3.01, -0.71], [5.08, 3.60, 0.65], [4.12, 2.62, 1.60], [3.93, 1.04, 1.10], [-2.17, -1.63, -1.81], [-2.59, -1.08, -0.22], [0.51, 1.25, -1.95], [-0.82, 0.63, -3.15], [0.83, -1.88, -2.74], [1.35, -0.43, -3.98], [2.01, -0.14, -0.86], [2.92, 0.61, -2.45], [6.13, 0.96, -2.14], [6.50, 3.69, -1.40], [5.26, 4.74, 0.90], [3.62, 3.07, 2.56], [3.24, 0.29, 1.71], [-4.56, -0.94, 3.07], [-4.80, -1.55, 1.72], [-3.89, -1.94, 1.00], [-6.10, -1.67, 1.30], [-7.30, -1.27, 2.00], [-3.49, -0.91, 3.28], [-4.95, 0.08, 3.10], [-5.04, -1.54, 3.85], [-6.19, -2.09, 0.38], [-7.92, -2.16, 2.13], [-7.83, -0.55, 1.38], [-7.09, -0.84, 2.98]],
  "nbo_charge": [-0.90, 0.70, -0.62, -0.52, -0.62, 0.13, -0.65, 0.78, -0.62, -0.07, -0.22, -0.25, -0.26, -0.25, -0.19, 0.37, 0.41, 0.24, 0.20, 0.19, 0.19, -0.08, -0.11, 0.24, 0.22, 0.21, 0.23, 0.25, -0.72, 0.68, -0.63, -0.62, -0.41, 0.26, 0.23, 0.22, 0.40, 0.19, 0.20, 0.21],
  "charge": -1,
  "orbital_gap_ha": 0.2509,
  "total_energy_ha": -942.3648,
  "multiplicity": 1,
  "e_above_lowest_kcal_mol": 304.38,
  "homo_energy_ev": -4.64
}